C27H50BClN5O9PS | ωB97M-V with the def2-TZVPD basis set

Values from the calculation:
HOMO-LUMO gap (Ha): 0.39805
Largest force on an atom (Eh/bohr): 0.0161
LUMO (eV): 0.0413

```
! wB97M-V def2-TZVPD RIJCOSX def2/J DEFGRID3
* xyz 0 1
C -2.825 -2.047 -0.611
C -1.418 -1.736 -0.105
C -0.673 -3.005 0.276
Cl -0.708 -4.243 -1.034
C 0.796 -2.830 0.697
C 1.486 -4.123 1.121
P 0.668 -5.195 2.340
O 0.412 -4.557 3.626
O -0.660 -5.773 1.678
O 1.691 -6.428 2.403
O 0.697 -1.966 1.889
S 1.685 -0.759 1.838
O 1.039 0.397 2.353
O 2.956 -1.184 2.330
O 1.734 -0.661 0.252
C 1.781 -2.019 -0.228
B 1.827 -2.098 -1.848
O 3.033 -2.421 -2.398
O 0.818 -1.810 -2.708
C 0.823 -2.421 -4.003
H -2.812 -2.336 -1.662
H -3.493 -1.193 -0.474
H -3.267 -2.879 -0.052
H -0.841 -1.168 -0.840
H -1.497 -1.147 0.817
H -1.189 -3.466 1.123
H 2.427 -3.847 1.615
H 1.716 -4.695 0.214
H -0.550 -6.394 0.947
H 2.021 -6.736 1.549
H 2.764 -2.413 0.075
H 3.739 -2.502 -1.745
H 1.432 -1.834 -4.697
H 1.218 -3.439 -3.947
H -0.213 -2.453 -4.347
C -2.311 3.847 3.602
C -1.179 2.988 3.056
C -0.846 3.258 1.588
C -1.983 2.983 0.719
N -2.898 2.746 0.064
H -3.242 3.655 3.066
H -2.484 3.624 4.655
H -2.081 4.909 3.508
H -1.424 1.930 3.167
H -0.269 3.160 3.635
H -0.022 2.614 1.273
H -0.539 4.296 1.449
C 0.308 7.410 5.902
C 1.449 6.534 5.403
C 1.838 6.835 3.950
C 0.723 6.607 3.033
N -0.182 6.399 2.355
H -0.601 7.243 5.322
H 0.081 7.189 6.945
H 0.564 8.469 5.831
H 1.175 5.480 5.485
H 2.334 6.680 6.023
H 2.669 6.203 3.631
H 2.156 7.874 3.844
C 6.748 -0.713 -0.799
C 8.024 -1.285 -0.197
C 8.428 -2.616 -0.848
C 7.386 -3.627 -0.697
N 6.554 -4.407 -0.558
H 5.910 -1.395 -0.641
H 6.484 0.235 -0.332
H 6.852 -0.541 -1.872
H 7.889 -1.444 0.874
H 8.848 -0.581 -0.313
H 9.346 -3.010 -0.409
H 8.605 -2.480 -1.917
C -2.390 2.868 -3.714
C -1.266 2.006 -3.162
C -0.822 0.916 -4.144
C -1.903 -0.004 -4.496
N -2.745 -0.733 -4.784
H -3.282 2.271 -3.908
H -2.656 3.643 -3.001
H -2.095 3.345 -4.653
H -1.573 1.544 -2.223
H -0.398 2.630 -2.939
H 0.003 0.331 -3.735
H -0.488 1.363 -5.084
C -7.579 -0.450 -2.292
C -6.452 -1.103 -3.082
C -6.367 -2.616 -2.869
C -6.111 -2.946 -1.469
N -5.894 -3.144 -0.358
H -7.435 -0.584 -1.219
H -7.620 0.620 -2.491
H -8.547 -0.880 -2.559
H -5.495 -0.662 -2.803
H -6.586 -0.922 -4.150
H -5.555 -3.039 -3.463
H -7.298 -3.102 -3.171
*
```